(1)
The following is a quantum chemistry calculation of a structure of composition C60H50N4O3P3SiTi in a non-equilibrium geometry, from the Open Molecules 2025 dataset.

Structure (XYZ):
```
122
Properties=species:S:1:pos:R:3:forces:R:3
Ti -0.80709 -0.20392 -0.98497 -0.26 0.23 1.21
C 6.42418 -3.23391 0.94651 -0.02 0.07 0.01
C 5.51053 -4.12164 0.40481 -0.07 0.01 0.02
C 4.29824 -3.66206 -0.10377 0.03 -0.14 0.03
C 3.99063 -2.30825 -0.08105 -0.05 0.07 0.00
C 4.91381 -1.42200 0.48493 -0.11 0.05 0.05
C 6.11805 -1.87594 0.99171 0.00 -0.09 -0.01
P 2.39920 -1.63346 -0.71199 0.36 0.17 0.13
C 1.77286 -3.03550 -1.70690 0.07 0.08 -0.18
C 0.66623 -3.71315 -1.20767 -0.12 0.01 0.05
C 0.11420 -4.78743 -1.88955 0.05 -0.01 -0.03
C 0.66111 -5.18754 -3.10076 0.03 0.02 0.02
C 1.75446 -4.50668 -3.61864 -0.04 0.00 0.04
C 2.30576 -3.43901 -2.92550 0.00 -0.07 -0.02
C 3.08683 -0.35840 -1.85578 -0.01 0.08 0.12
C 4.15864 -0.63950 -2.69593 0.03 -0.09 -0.02
C 4.67748 0.31633 -3.55552 0.02 -0.04 0.00
C 4.12647 1.58351 -3.57668 -0.08 0.02 0.03
C 3.09006 1.89393 -2.70668 0.01 -0.14 -0.05
C 2.57351 0.95317 -1.80861 0.12 0.15 -0.27
Si 1.21233 1.41796 -0.60713 0.15 -0.12 0.19
C 0.44892 3.14790 -0.83567 -0.02 0.22 -0.08
C 1.28256 4.24827 -1.09968 -0.14 -0.05 0.07
C 0.79776 5.54397 -1.16317 0.04 -0.02 0.00
C -0.54354 5.79133 -0.91893 -0.01 0.05 0.00
C -1.38036 4.73511 -0.61433 -0.11 -0.05 -0.01
C -0.91384 3.41826 -0.59859 0.09 -0.05 -0.08
P -2.07661 2.07431 -0.13734 -0.05 0.40 -0.04
C -2.73982 2.76697 1.43398 0.22 0.01 0.13
C -1.88652 3.53156 2.23504 0.04 -0.05 0.03
C -2.34091 4.10535 3.41217 -0.01 -0.05 0.00
C -3.65682 3.91839 3.81372 0.02 -0.02 0.04
C -4.50577 3.14305 3.03975 0.02 -0.02 -0.03
C -4.05205 2.56904 1.85820 -0.01 0.02 0.00
C -3.55454 2.20571 -1.22835 0.09 -0.13 0.03
C -3.74571 3.18644 -2.19523 -0.01 0.06 -0.06
C -4.86309 3.15514 -3.01910 0.00 -0.02 0.02
C -5.80144 2.14034 -2.89457 0.03 0.00 0.02
C -5.61163 1.14803 -1.94285 0.03 0.02 -0.01
C -4.49234 1.17704 -1.12266 -0.03 -0.04 0.07
C 1.74901 1.45419 1.20428 0.05 -0.07 0.20
C 2.62120 2.50177 1.54098 -0.04 -0.10 0.00
C 3.02051 2.72835 2.84570 -0.01 -0.03 0.04
C 2.54053 1.90879 3.85908 0.05 0.06 -0.01
C 1.69181 0.86339 3.54926 -0.02 -0.07 0.00
C 1.29220 0.61234 2.23216 0.00 -0.01 -0.10
P 0.21790 -0.85594 1.89227 0.21 0.32 0.05
C 1.29854 -2.25808 2.38132 -0.15 -0.23 -0.22
C 0.79767 -3.54511 2.16570 -0.01 0.00 0.05
C 1.49100 -4.66857 2.58797 0.04 0.06 0.02
C 2.71199 -4.52041 3.23298 0.00 -0.03 -0.08
C 3.23800 -3.25252 3.41903 0.02 0.02 -0.09
C 2.54426 -2.13035 2.98499 0.04 0.05 0.10
C -0.89079 -0.81596 3.37836 0.02 0.07 -0.05
C -1.39228 0.40743 3.82216 -0.03 0.07 -0.01
C -2.30355 0.47777 4.86625 -0.01 -0.06 -0.01
C -2.73837 -0.68382 5.49140 0.00 0.05 -0.01
C -2.23648 -1.90527 5.07211 0.05 0.00 -0.04
C -1.31905 -1.97051 4.02951 -0.05 -0.03 -0.01
H 7.37234 -3.59111 1.32686 -0.01 0.00 0.02
H 5.73688 -5.17973 0.37000 0.00 0.00 -0.01
H 3.59823 -4.37326 -0.52607 0.02 0.03 0.00
H 4.68722 -0.36102 0.52705 -0.01 0.00 -0.03
H 6.82417 -1.17297 1.41490 0.00 0.00 0.00
H 0.21861 -3.38493 -0.27635 0.06 0.00 -0.13
H -0.73982 -5.31198 -1.47662 0.01 0.02 -0.01
H 0.23601 -6.02373 -3.64073 0.00 0.00 -0.01
H 2.17544 -4.80013 -4.57142 0.01 -0.01 0.00
H 3.14794 -2.91800 -3.35608 -0.02 0.01 -0.01
H 4.61143 -1.62270 -2.67342 0.01 0.01 0.03
H 5.50215 0.06525 -4.20990 0.00 -0.01 0.01
H 4.50490 2.33441 -4.25814 -0.01 0.01 0.00
H 2.67721 2.88706 -2.75384 -0.07 0.13 0.01
H 2.34468 4.10484 -1.22269 0.10 -0.04 -0.06
H 1.47327 6.36192 -1.37854 0.01 0.00 0.01
H -0.92890 6.80212 -0.94124 -0.01 0.00 0.00
H -2.41371 4.93767 -0.35827 -0.01 -0.01 -0.04
H -0.85979 3.70013 1.92957 -0.02 -0.03 0.03
H -1.66699 4.70426 4.01099 0.00 0.00 0.00
H -4.01770 4.37608 4.72570 0.00 0.00 -0.01
H -5.53402 2.99507 3.34280 0.00 0.00 0.00
H -4.74570 2.00022 1.25524 0.00 -0.03 -0.02
H -3.01484 3.96932 -2.34112 0.01 0.00 0.02
H -4.99583 3.92918 -3.76385 0.00 0.00 -0.01
H -6.67212 2.12260 -3.53683 0.00 0.00 0.00
H -6.33000 0.34458 -1.83975 -0.01 0.00 0.00
H -4.33572 0.38143 -0.40274 0.01 0.02 -0.03
H 2.99515 3.16058 0.76590 0.00 0.00 -0.01
H 3.69627 3.54248 3.07394 0.00 0.00 0.00
H 2.83427 2.07884 4.88678 0.00 0.00 0.00
H 1.33688 0.22177 4.34691 -0.01 0.01 -0.02
H -0.15790 -3.67721 1.66915 -0.01 0.02 0.07
H 1.07829 -5.65370 2.41370 0.00 -0.01 0.00
H 3.25995 -5.39116 3.56831 0.00 0.00 0.00
H 4.20517 -3.12844 3.88793 0.01 0.00 0.00
H 2.98995 -1.15609 3.12928 0.00 -0.02 -0.03
H -1.04726 1.32540 3.36734 -0.03 0.06 -0.04
H -2.66139 1.44366 5.19493 -0.03 0.04 0.00
H -3.44755 -0.63445 6.30709 0.00 0.01 0.00
H -2.54463 -2.81802 5.56559 0.00 0.00 0.00
H -0.93300 -2.93834 3.74752 0.03 -0.03 -0.03
N -3.48423 -1.90173 -3.54124 -0.09 -0.30 0.02
C -3.83085 -2.86366 -2.61027 0.09 0.10 -0.10
C -3.19421 -2.51423 -1.46539 0.09 0.13 0.01
N -2.46531 -1.36126 -1.67951 -0.35 -0.34 -0.13
C -2.65691 -1.03457 -2.94009 0.15 0.56 -0.45
C -2.05228 0.17043 -3.51950 -0.63 -0.55 0.21
N -1.43520 1.04441 -2.75849 0.17 -0.19 -0.31
C -0.95781 2.00906 -3.62817 -0.05 0.02 0.17
C -1.36232 1.72555 -4.89068 -0.08 -0.08 0.09
N -2.10222 0.56411 -4.80140 0.18 0.12 -0.24
H -3.73533 -1.91662 -4.51438 -0.07 0.04 0.02
H -4.46846 -3.69343 -2.85325 -0.02 0.00 0.00
H -3.20293 -3.01367 -0.51295 0.03 0.00 0.00
H -0.38878 2.85570 -3.28686 0.02 -0.02 0.02
H -1.21072 2.24004 -5.82144 0.01 0.00 -0.02
H -2.37125 -0.00366 -5.58583 -0.02 0.02 0.01
O 0.17344 -0.85072 -2.25918 -0.01 -0.53 -0.84
O 0.04656 -1.20251 -3.57638 0.29 0.20 0.57
O -2.97364 -0.71503 1.21631 -0.36 0.03 -0.07
H -3.52830 -1.45851 1.47938 0.04 -0.03 0.01
H -3.00465 -0.12180 1.98065 0.14 -0.02 0.04
```
Positions in Å, forces in eV/Å.

Its LUMO energy (alpha / beta) is -1.88 / -3.95 eV. As for the multiplicity: 3. Its expectation value of S² is 2.009. The relative energy (zero: lowest compared OMol25 entry of this formula, charge and spin) comes out at 273.9 kJ/mol. The orbital gap (alpha / beta) comes out at 7.6 / 5.2 eV. The total charge is +1.

Here are the Mulliken charges for atoms 1 to 5, given in e: 0.164 -0.691 -0.719 -0.667 0.274

***

(2)
The following is a quantum chemistry calculation of a structure of composition C22H19Br45F5NO5S in a non-equilibrium geometry, from the Open Molecules 2025 dataset.

Structure (XYZ):
```
98
Properties=species:S:1:pos:R:3:forces:R:3
N -0.38170 4.33107 -1.63915 2.67 1.48 -0.58
C -1.42517 4.01044 -1.35488 -3.52 -2.36 0.20
O -2.58309 3.36399 -1.21670 1.82 0.98 0.92
C -2.72961 2.78360 0.09280 -1.95 -0.48 -0.28
C -4.20444 2.17777 -0.00345 2.71 0.05 2.43
O -4.93668 2.28126 -0.89244 -1.98 0.33 -1.18
O -4.36861 1.48063 1.18247 0.47 -0.55 -1.72
C -3.07936 0.85591 1.42907 0.28 -0.56 1.54
C -2.01677 1.41577 0.40043 -1.29 0.50 -0.19
S -0.34101 1.41902 1.13196 1.07 4.21 2.81
O 0.50803 2.46174 0.59840 -0.61 -1.49 -1.70
O -0.45974 1.66363 2.56070 -0.82 -1.83 -0.61
C 0.52978 -0.21834 0.97177 0.38 -0.78 -0.57
F 0.15035 -1.03221 1.97153 -0.15 0.46 -0.56
F 1.84791 0.02259 1.09428 -0.89 0.22 0.03
C 0.33504 -0.94863 -0.39342 1.41 -1.80 -0.15
F -0.93702 -1.27959 -0.64664 0.37 1.07 0.24
F 1.02464 -2.14275 -0.29383 -0.36 1.44 0.48
F 0.90111 -0.30867 -1.41291 -1.11 0.40 0.72
H -2.81824 3.54103 0.94896 0.81 -1.07 -2.31
H -2.91693 1.10488 2.50262 0.75 -0.13 -0.93
H -3.10225 -0.25474 1.38096 -0.45 0.69 -0.28
H -2.07144 0.88971 -0.58006 0.40 -0.06 0.77
C -1.72807 5.37732 3.68909 0.09 0.23 0.16
Br -2.68037 3.89914 2.87715 -0.04 0.89 1.93
Br -0.25429 5.96471 2.59044 -0.23 -0.13 0.08
Br -2.91635 6.83189 4.13551 0.11 -0.21 -0.13
H -1.30772 5.01118 4.61879 -0.06 -0.04 -0.13
C -3.86967 -0.67862 -3.13251 0.08 0.10 -0.32
Br -2.73171 -1.93115 -4.06550 -0.23 0.25 0.32
Br -4.19153 -1.22236 -1.30218 -0.02 0.01 -0.16
Br -3.18285 1.12443 -3.23095 0.01 -0.43 -0.12
H -4.82935 -0.68201 -3.63657 0.08 -0.01 0.10
C -1.21341 -5.45786 -2.28809 -0.09 0.03 0.19
Br -0.47988 -3.93796 -1.35237 -0.30 -1.23 -0.58
Br -1.39401 -5.08434 -4.17457 0.16 -0.21 0.04
Br -0.20660 -7.07491 -1.96091 -0.08 0.21 -0.08
H -2.21200 -5.62191 -1.89951 0.10 -0.02 -0.09
C -2.72877 -5.74274 -7.70247 0.03 -0.09 -0.02
Br -1.28714 -6.15569 -8.91758 -0.21 0.10 0.07
Br -2.81442 -3.85156 -7.30913 0.00 -0.18 -0.09
Br -4.42333 -6.42166 -8.33513 0.19 0.11 0.06
H -2.51178 -6.25085 -6.76919 -0.04 0.06 -0.09
C -4.14562 9.08413 0.68714 -0.02 -0.02 0.00
Br -2.90335 10.05851 1.80100 -0.12 -0.14 -0.12
Br -3.31706 7.53868 -0.12137 -0.30 0.15 0.17
Br -5.75729 8.61614 1.64756 0.18 0.04 -0.06
H -4.43686 9.74673 -0.11952 0.04 -0.08 0.09
C -0.02641 -3.14244 4.82506 0.13 0.02 -0.03
Br -1.46672 -3.26690 3.54169 0.03 -0.08 0.18
Br -0.03241 -1.44134 5.74206 -0.01 -0.16 -0.12
Br -0.02062 -4.62559 6.05593 -0.05 0.16 -0.14
H 0.90099 -3.19731 4.26508 -0.09 0.01 0.05
C 4.88086 0.19539 3.26946 -0.03 -0.08 -0.16
Br 6.14902 0.98183 4.50048 -0.12 -0.10 -0.09
Br 5.64015 -1.30529 2.32462 -0.48 0.17 0.35
Br 3.22342 -0.27476 4.14920 0.17 0.03 -0.01
H 4.64491 0.95267 2.52925 0.01 -0.06 0.09
C -8.25890 0.54716 -0.11404 0.12 0.04 -0.04
Br -9.65053 0.39343 -1.44587 0.13 0.01 0.17
Br -8.34624 2.23226 0.82343 -0.02 -0.20 -0.08
Br -8.26282 -0.95313 1.10489 -0.01 0.16 -0.13
H -7.31044 0.52712 -0.64023 -0.08 0.03 0.08
C 4.18192 -5.81469 4.74255 -0.06 0.03 0.03
Br 3.74359 -4.09863 3.96048 0.05 -0.20 0.10
Br 3.71069 -5.89302 6.61527 0.10 -0.04 -0.32
Br 3.40470 -7.27789 3.74803 0.04 0.17 0.12
H 5.25836 -5.92423 4.68033 -0.12 0.04 -0.02
C 2.96467 -6.95351 -8.02877 -0.02 0.04 0.04
Br 4.59459 -7.94235 -7.71599 -0.20 0.08 -0.06
Br 2.37131 -7.10932 -9.86221 0.05 -0.02 0.19
Br 1.57470 -7.44970 -6.78357 0.22 0.00 -0.06
H 3.18882 -5.90759 -7.85506 -0.03 -0.12 -0.03
C 4.42310 -1.60941 -1.61993 0.01 -0.04 0.04
Br 3.05613 -1.60307 -2.98461 0.38 -0.14 -0.05
Br 4.43429 0.03941 -0.61083 -0.05 0.00 -0.53
Br 4.26548 -3.15722 -0.47135 -0.02 0.10 -0.16
H 5.38012 -1.68356 -2.12263 -0.11 0.03 0.06
C 3.26903 -9.27081 8.70230 0.02 -0.02 -0.09
Br 1.81062 -9.40588 7.44245 0.14 0.03 0.17
Br 3.24606 -7.58386 9.64465 -0.06 -0.21 0.06
Br 3.30786 -10.76971 9.92029 -0.03 0.19 -0.12
H 4.18861 -9.30192 8.12922 -0.11 0.02 0.06
C 9.82082 -3.03303 2.91826 0.07 0.10 0.13
Br 8.80383 -4.37000 1.95934 0.06 0.16 0.06
Br 11.33201 -2.40705 1.88915 -0.19 -0.08 0.08
Br 8.69952 -1.57591 3.50753 0.60 -0.26 0.05
H 10.21722 -3.51126 3.80623 -0.04 0.02 -0.12
C 0.16354 9.06254 -1.96869 0.10 -0.02 0.07
Br -1.20888 8.86258 -3.31615 0.07 -0.06 0.17
Br 0.09249 10.79773 -1.12072 -0.03 -0.19 -0.08
Br 0.10803 7.62971 -0.67652 0.26 0.22 -0.24
H 1.11854 8.99675 -2.47697 -0.13 0.03 0.02
C -0.65659 11.87431 -5.74442 -0.05 -0.04 0.04
Br -1.59866 12.56176 -4.20580 0.11 0.04 -0.22
Br -0.72175 13.10294 -7.23412 0.04 -0.12 0.18
Br 1.15891 11.37461 -5.30622 -0.17 0.10 -0.04
H -1.16931 10.97087 -6.05412 0.08 0.09 0.05
```
Positions in Å, forces in eV/Å.

Its LUMO energy is -0.47 eV. The orbital gap comes out at 9.4 eV.

Here are the Mulliken charges for atoms 1 to 5, given in e: -0.393 0.422 -0.341 0.279 0.418